Computed, not measured: a single C2H6N4O molecule, with ωB97M-V with the def2-TZVPD basis set.

Properties
Electronic energy: -10172.7810 eV
E_HOMO (alpha / beta): -7.49 / -7.49 eV
Energy relative to the best compared isomer or geometry (same formula, charge and spin): 7.2806 eV
Orbital gap (alpha / beta): 7.5729 / 7.5696 eV
F_max: 1.17 eV/A
Structure (SMILES): [H]/N=C(/C=N\O)NN

Structure (ORCA input):
```
! RIJCOSX wB97M-V def2-TZVPD def2/J DEFGRID3
* xyz 0 1
N 0.027 -0.582 0.422
C 1.053 0.567 0.233
N 0.035 -1.649 -0.462
C 0.099 1.578 0.459
O -1.625 0.658 -0.866
N -1.127 0.964 0.487
N 2.258 0.449 -0.140
H -2.563 0.488 -0.693
H -0.115 -0.869 1.388
H -0.642 -2.355 -0.184
H -0.211 -1.281 -1.379
H 2.565 -0.521 -0.160
H 0.248 2.553 0.897
*
```

Here are the Löwdin charges for atoms 1 to 5, given in e: N -0.075; C -0.417; N 0.073; C -0.146; O -0.102



Computed, not measured: a molecular structure, C2H6N4O, with ωB97M-V with the def2-TZVPD basis set.

Properties
Electronic energy: -10173.5976 eV
E_HOMO: -8.42 eV
Energy relative to the best compared isomer or geometry (same formula, charge and spin): 6.4641 eV
Orbital gap: 8.7990 eV
F_max: 10.15 eV/A

Structure (ORCA input):
```
! RIJCOSX wB97M-V def2-TZVPD def2/J DEFGRID3
* xyz 0 1
C 1.099 0.332 0.347
C 0.396 0.221 -1.010
H -1.190 -1.076 0.737
H -1.612 0.402 2.193
H 1.106 0.310 2.211
H 0.846 0.531 -1.963
H -2.295 -1.116 -2.113
H -1.721 0.492 -2.882
N -0.945 -0.564 1.696
N 0.373 -0.037 1.476
N -0.787 -0.324 -1.007
N -1.796 -0.361 -1.882
O 2.247 0.767 0.478
*
```

Here are the Löwdin charges for atoms 1 to 5, given in e: C -0.484; C -0.034; H 0.097; H 0.189; H 0.181



Computed, not measured: a single C2H6N4O molecule, with ωB97M-V with the def2-TZVPD basis set.

Properties
Electronic energy: -10175.5249 eV
E_HOMO: -8.54 eV
Energy relative to the best compared isomer or geometry (same formula, charge and spin): 4.5367 eV
Orbital gap: 9.5539 eV
F_max: 4.24 eV/A
Structure (SMILES): [H]/N=C/NN/C=N/O

Structure (ORCA input):
```
! RIJCOSX wB97M-V def2-TZVPD def2/J DEFGRID3
* xyz 0 1
C 1.020 0.596 -0.501
C -1.986 -0.473 0.402
H 3.288 -1.080 0.798
H 1.615 1.209 -1.239
H -0.803 1.447 -0.990
H -0.904 0.811 1.662
H -2.286 -1.038 1.351
H -2.657 -1.612 -0.787
N 1.469 -0.227 0.335
N -0.228 1.132 -0.231
N -1.157 0.614 0.728
N -2.135 -0.793 -0.807
O 2.738 -0.694 -0.048
*
```

Here are the Löwdin charges for atoms 1 to 5, given in e: C -0.221; C -0.301; H 0.167; H 0.155; H 0.111



Computed, not measured: a single C2H6N4O molecule, with ωB97M-V with the def2-TZVPD basis set.

Properties
Electronic energy: -10176.1691 eV
E_HOMO: -9.52 eV
Energy relative to the best compared isomer or geometry (same formula, charge and spin): 3.8926 eV
Orbital gap: 10.1260 eV
F_max: 7.96 eV/A
Structure (SMILES): [H]/N=C(/N)C(=O)NN

Structure (ORCA input):
```
! RIJCOSX wB97M-V def2-TZVPD def2/J DEFGRID3
* xyz 0 1
C -0.013 0.843 -0.032
C -1.146 -0.257 -0.075
H 2.922 -0.454 0.919
H 2.256 -1.012 -0.706
H 1.735 1.429 -0.195
H -3.014 -0.781 0.190
H -2.638 1.169 0.255
H 0.104 -1.705 -0.664
N 1.951 -0.641 0.284
N 1.296 0.588 0.224
N -2.459 0.226 0.499
N -0.863 -1.410 -0.374
O -0.132 2.006 -0.324
*
```

Here are the Löwdin charges for atoms 1 to 5, given in e: C -0.429; C -0.397; H 0.167; H 0.113; H 0.154



Computed, not measured: a molecular structure, C2H6N4O, with ωB97M-V with the def2-TZVPD basis set.

Properties
Electronic energy: -10176.3326 eV
E_HOMO: -8.66 eV
Energy relative to the best compared isomer or geometry (same formula, charge and spin): 3.7290 eV
Orbital gap: 9.1388 eV
F_max: 6.70 eV/A

Structure (ORCA input):
```
! RIJCOSX wB97M-V def2-TZVPD def2/J DEFGRID3
* xyz 0 1
N 0.861 -0.724 -0.225
C -1.571 -0.568 0.010
C 0.158 0.298 0.114
N -2.445 0.424 -0.150
N 2.553 -0.127 -0.011
N 0.095 1.536 0.125
O -1.776 -1.744 0.133
H 0.713 -1.601 0.262
H -3.439 0.255 -0.075
H -2.087 1.368 -0.119
H 2.956 -0.719 0.716
H 2.987 -0.409 -0.890
H 0.994 2.010 0.109
*
```

Here are the Löwdin charges for atoms 1 to 5, given in e: N 0.087; C -0.425; C -0.439; N 0.141; N 0.072



Computed, not measured: a molecular structure, C2H6N4O2, with ωB97M-V with the def2-TZVPD basis set.

Properties
Electronic energy: -12217.2088 eV
E_HOMO: -8.14 eV
Energy relative to the best compared isomer or geometry (same formula, charge and spin): 9.4432 eV
Orbital gap: 8.5503 eV
F_max: 8.67 eV/A

Structure (ORCA input):
```
! RIJCOSX wB97M-V def2-TZVPD def2/J DEFGRID3
* xyz 0 1
C -1.485 -0.751 -0.222
C 1.538 0.820 0.077
H -3.973 0.706 0.664
H -1.596 -1.980 0.310
H 0.558 -1.448 0.057
H -0.189 1.230 0.643
H 2.224 1.863 0.158
H 3.618 -1.203 -0.223
N -2.172 0.367 -0.436
N -0.228 -0.439 -0.163
N 0.272 0.848 -0.210
N 2.054 -0.373 0.027
O -3.489 -0.064 0.399
O 3.434 -0.237 0.192
*
```

Here are the Löwdin charges for atoms 1 to 5, given in e: C -0.290; C -0.240; H 0.025; H 0.217; H 0.272



Computed, not measured: a single C2H6N4O2 molecule, with ωB97M-V with the def2-TZVPD basis set.

Properties
Electronic energy: -12222.0662 eV
E_HOMO: -9.10 eV
Energy relative to the best compared isomer or geometry (same formula, charge and spin): 4.5859 eV
Orbital gap: 9.8369 eV
F_max: 4.55 eV/A
Structure (SMILES): [H]/N=C(/NN)O/C=N\O

Structure (ORCA input):
```
! RIJCOSX wB97M-V def2-TZVPD def2/J DEFGRID3
* xyz 0 1
C 0.275 -0.728 -0.013
C 0.538 1.736 -0.474
H -0.963 -0.748 2.365
H 0.471 -0.888 2.894
H 0.098 -2.655 0.574
H 0.334 -0.312 -1.958
H 1.156 2.376 0.188
H -1.292 1.338 -2.599
N -0.248 -1.371 2.335
N -0.095 -1.666 0.974
N 0.579 -1.049 -1.242
N -0.038 2.136 -1.579
O 0.151 0.637 0.285
O -0.965 1.193 -1.750
*
```

Here are the Löwdin charges for atoms 1 to 5, given in e: C -0.434; C -0.159; H 0.027; H 0.097; H 0.180



Computed, not measured: a single C2H6N4O2 molecule, with ωB97M-V with the def2-TZVPD basis set.

Properties
Electronic energy: -12220.1304 eV
E_HOMO: -9.10 eV
Energy relative to the best compared isomer or geometry (same formula, charge and spin): 6.5216 eV
Orbital gap: 9.4419 eV
F_max: 5.78 eV/A
Structure (SMILES): [H]/N=C(/N)NO/C=N\O

Structure (ORCA input):
```
! RIJCOSX wB97M-V def2-TZVPD def2/J DEFGRID3
* xyz 0 1
C -1.420 0.349 0.238
C 1.311 -1.016 -0.354
H -1.880 -1.650 0.117
H -2.762 -0.535 -0.942
H -1.017 2.039 0.418
H 0.584 0.806 0.734
H 1.489 -2.157 -0.660
H 2.484 1.678 -0.580
N -1.856 -0.801 -0.412
N -1.581 1.606 -0.247
N -0.200 0.063 1.173
N 2.180 -0.121 -0.448
O 0.288 -1.266 0.722
O 2.380 1.006 0.241
*
```

Here are the Löwdin charges for atoms 1 to 5, given in e: C -0.434; C -0.137; H 0.080; H 0.146; H -0.025